The following is a DFT calculation (the ωB97M-V functional and the def2-TZVPD basis) of 2 unconnected molecules or ions with the total composition C2H7BrNO in a non-equilibrium geometry.

```
12
Properties=species:S:1:pos:R:3
Br 2.26 0.41 -0.69
H -1.43 1.58 -0.96
H 1.92 -3.16 -0.21
H 0.15 1.33 -0.53
H -1.40 0.48 1.54
C 1.53 -1.22 -0.02
H -0.63 2.30 0.51
H -0.41 -0.72 0.45
H -2.04 -0.39 0.15
C -1.22 0.15 0.53
O 2.08 -2.29 -0.57
N -0.81 1.51 -0.19
```

The energy above the lowest of the compared OMol25 structures with the same formula, charge and spin comes out at 64.04 kcal/mol. As for the multiplicity: 1. The net charge is +1. As for the lowest unoccupied orbital energy: -0.146 Eh. The calculation puts the HOMO-LUMO gap at 0.3405 Ha.

Atomic partial charges in e from the Mulliken method, atoms 1 to 8: -0.12 0.36 0.40 0.08 0.29 -0.08 0.43 0.14

***

The following is a DFT calculation (the ωB97M-V functional and the def2-TZVPD basis) of 2 unconnected molecules or ions with the total composition C2H7ClN2 in a non-equilibrium geometry.

```
12
Properties=species:S:1:pos:R:3
H 1.67 0.52 0.01
H 0.60 -0.02 -1.20
H 0.45 -1.24 1.48
H 1.66 -1.89 0.15
Cl -2.58 -0.51 -0.58
H -0.59 2.12 -1.02
H -1.50 2.10 0.49
N -0.33 0.68 0.46
C 0.69 -1.44 0.40
N -0.74 1.78 0.04
C 0.69 -0.03 -0.22
H -0.02 -2.07 -0.03
```

The energy above the lowest of the compared OMol25 structures with the same formula, charge and spin comes out at 34.95 kcal/mol. As for the multiplicity: 1. As for the lowest unoccupied orbital energy (spin up / spin down): -0.058 / -0.058 Eh. The calculation puts the HOMO-LUMO gap (spin up / spin down) at 0.2510 / 0.2510 Ha.

Atomic partial charges in e from the Mulliken method, atoms 1 to 8: 0.37 0.43 0.28 0.33 -0.67 0.30 0.24 0.06